ORCA calculation (ωB97M-V with the def2-TZVPD basis set) on C27H28As2Cl5N2OPd as an isolated structure at a distorted geometry.

Geometry as ORCA input:
```
! RIJCOSX wB97M-V def2-TZVPD def2/J DEFGRID3
* xyz 1 1
Pd -0.7327 -1.0839 0.3991
C -3.9569 0.5588 0.4435
As -2.4120 0.3576 -0.7195
C -2.2982 2.1394 -1.4018
C -3.1178 -0.7331 -2.1407
C -3.8089 -0.2080 -3.2288
C -4.3316 -1.0559 -4.1972
C -4.1622 -2.4305 -4.0806
C -3.4585 -2.9566 -3.0049
C -2.9175 -2.1098 -2.0416
As -1.9423 -2.8483 -0.5316
C -3.3930 -3.6393 0.4192
C -0.9923 -4.3160 -1.2877
H -4.8209 0.9192 -0.1131
H -3.7012 1.2666 1.2297
H -4.1845 -0.4015 0.8952
H -3.3079 2.4909 -1.5973
H -1.6976 2.1699 -2.3071
H -1.8251 2.7567 -0.6410
H -3.9537 0.8602 -3.3284
H -4.8728 -0.6440 -5.0399
H -4.5719 -3.0947 -4.8319
H -3.3173 -4.0293 -2.9435
H -3.9342 -4.2425 -0.3062
H -4.0436 -2.8705 0.8274
H -3.0237 -4.2646 1.2291
H -1.6926 -5.0540 -1.6727
H -0.3822 -4.7662 -0.5075
H -0.3488 -3.9491 -2.0843
Cl 1.7451 -0.3781 -2.1535
C 2.1989 -1.3837 -0.7849
C 1.2449 -1.7756 0.1229
C 1.6807 -2.5881 1.1594
Cl 0.4686 -3.0233 2.3528
C 2.9911 -3.0050 1.3289
Cl 3.4472 -3.9853 2.6667
C 3.9348 -2.5832 0.3933
Cl 5.5793 -3.0625 0.5520
C 3.5379 -1.7713 -0.6663
Cl 4.7012 -1.2499 -1.8202
C 4.0334 2.7986 2.0100
N 2.9125 1.9074 2.3025
N 1.7547 1.9084 1.5609
C 1.0228 0.8068 1.8716
O -0.1456 0.6498 1.3439
C 1.7642 0.0854 2.8277
C 2.9283 0.7854 3.0414
C 4.0930 0.4594 3.9167
C 1.3318 3.0412 0.7828
C 1.1315 4.2633 1.4041
C 0.7547 5.3562 0.6350
C 0.5698 5.2105 -0.7365
C 0.7519 3.9708 -1.3366
C 1.1392 2.8773 -0.5744
H 3.6945 3.5947 1.3568
H 4.8374 2.2537 1.5168
H 4.3960 3.2347 2.9369
H 1.4692 -0.8315 3.3029
H 3.9083 -0.4772 4.4378
H 4.2614 1.2416 4.6594
H 5.0076 0.3506 3.3307
H 1.2630 4.3524 2.4774
H 0.5971 6.3177 1.1078
H 0.2925 6.0665 -1.3390
H 0.6021 3.8543 -2.4030
H 1.3011 1.9065 -1.0203
*
```

LUMO level = -3.2 eV
ΔE to the lowest compared entry with this formula, charge and spin = 27.4 kcal per mole
Highest occupied orbital energy = -10.665 eV
Orbital gap = 7.451 eV

=====

ORCA calculation (ωB97M-V with the def2-TZVPD basis set) on C27H28BN2NiP as an isolated structure.

Geometry as ORCA input:
```
! RIJCOSX wB97M-V def2-TZVPD def2/J DEFGRID3
* xyz 0 3
Ni 1.9483 -0.3023 0.7127
C 0.0455 1.1084 3.3249
C -1.0970 1.7350 2.5749
C -1.9114 2.6602 3.2199
C -2.9924 3.2463 2.5798
C -3.2801 2.9071 1.2676
C -2.4757 1.9933 0.6055
C -1.3845 1.4065 1.2412
P -0.3435 0.1544 0.4101
C -0.6613 0.4372 -1.3753
C -0.4308 1.7704 -1.7357
C -0.4886 2.1937 -3.0497
C -0.7578 1.2667 -4.0459
C -0.9527 -0.0597 -3.7049
C -0.9062 -0.5085 -2.3820
C -1.1194 -1.9842 -2.1547
C -1.0202 -1.4156 0.9891
C -2.3881 -1.6918 0.9882
C -2.8435 -2.9447 1.3458
C -1.9186 -3.9226 1.7106
C -0.5695 -3.6273 1.7698
C -0.0839 -2.3535 1.4434
C 1.3597 -1.9838 1.6415
H 0.1661 1.5742 4.3012
H 0.9907 1.2202 2.7909
H -0.1322 0.0403 3.4761
H -1.6814 2.9287 4.2437
H -3.6041 3.9686 3.1046
H -4.1240 3.3509 0.7560
H -2.7087 1.7388 -0.4203
H -0.2047 2.4947 -0.9594
H -0.3186 3.2346 -3.2921
H -0.8043 1.5728 -5.0832
H -1.1435 -0.7867 -4.4858
H -0.9956 -2.5199 -3.0957
H -2.1261 -2.1847 -1.7866
H -0.4297 -2.4076 -1.4276
H -3.0895 -0.9217 0.6852
H -3.9023 -3.1676 1.3355
H -2.2617 -4.9141 1.9794
H 0.1322 -4.3820 2.1057
H 1.9986 -2.8609 1.4962
H 1.4841 -1.6995 2.6957
C 2.4117 -1.6527 -3.8871
C 2.0529 -2.5895 -2.9319
C 1.9649 -2.1916 -1.6098
N 2.2135 -0.9390 -1.2240
C 2.5678 -0.0380 -2.1469
C 2.6771 -0.3523 -3.4876
H 2.4842 -1.9317 -4.9302
H 1.8383 -3.6148 -3.1984
H 1.6760 -2.8782 -0.8248
H 2.7621 0.9639 -1.7845
H 2.9582 0.4123 -4.1974
B 3.7450 3.5098 2.6743
C 3.2601 2.2532 1.8675
N 2.8813 1.3192 1.2962
H 3.5578 4.4813 1.9768
H 4.9148 3.3486 2.9356
H 3.0606 3.5351 3.6761
*
```

LUMO level (alpha / beta) = -0.1 / -0.3 eV
ΔE to the lowest compared entry with this formula, charge and spin = 1.5 kcal per mole
Highest occupied orbital energy (alpha / beta) = -7.742 / -8.883 eV
Orbital gap (alpha / beta) = 7.682 / 8.549 eV

=====

ORCA calculation (ωB97M-V with the def2-TZVPD basis set) on C27H28BN5O6RhS2 as an isolated structure at a distorted geometry.

Geometry as ORCA input:
```
! RIJCOSX wB97M-V def2-TZVPD def2/J DEFGRID3
* xyz -1 1
Rh -1.6418 -2.2020 -0.5848
O -1.5464 -2.2409 1.6582
N -2.4049 -3.0320 2.2837
C -2.2395 -3.1806 3.6263
C -3.0580 -3.9779 4.3766
C -4.0975 -4.6545 3.7287
C -4.2579 -4.4926 2.3752
C -3.4051 -3.6693 1.6124
S -3.6023 -3.4671 -0.0760
H -1.4050 -2.6199 4.0177
H -2.8834 -4.0688 5.4381
H -4.7651 -5.2989 4.2836
H -5.0482 -4.9967 1.8382
N 1.2648 2.4478 3.6931
C 1.4511 1.5396 2.6419
C 0.7878 0.3171 2.6335
C 0.9183 -0.5496 1.5606
C 1.6841 -0.1864 0.4711
C 2.3597 1.0278 0.4742
C 2.2538 1.8803 1.5554
S 2.0232 -1.2897 -0.8727
O 2.1890 -0.4714 -2.0491
O 3.1668 -2.0637 -0.4552
N 0.6702 -2.1758 -0.9908
C 0.7039 -3.5024 -1.2388
N -0.5358 -4.0442 -1.1387
C -0.6739 -5.3530 -1.2090
C 0.4115 -6.1769 -1.4519
C 1.6216 -5.5233 -1.6586
N 1.7897 -4.2163 -1.5675
H 0.9796 2.0205 4.5613
H 2.0333 3.0882 3.8278
H 0.1435 0.0481 3.4616
H 0.4032 -1.4963 1.5729
H 2.9560 1.2992 -0.3828
H 2.7554 2.8407 1.5424
H -1.6845 -5.7315 -1.0931
H 0.3125 -7.2490 -1.5223
H 2.5098 -6.0896 -1.9212
C -4.3614 -0.5084 -1.0067
C -2.9715 -0.7395 -1.5744
O -2.7982 -1.4840 -2.5824
H -4.7032 0.4744 -1.3439
H -4.3595 -0.5042 0.0822
H -5.0465 -1.2728 -1.3716
C 3.5713 3.6949 -1.7908
C 2.2572 4.4775 -1.9088
C 2.4239 5.8109 -1.1790
C 1.9911 4.7784 -3.3883
C 1.1145 3.6306 -1.3393
C 0.4084 3.9938 -0.1936
C -0.6195 3.2045 0.3370
C -0.9245 2.0441 -0.3262
O -1.9033 1.1301 -0.0625
B -1.7920 0.1702 -1.0953
O -0.7261 0.5031 -1.9529
C -0.2264 1.6674 -1.4687
C 0.7921 2.4274 -1.9853
H 4.4008 4.2749 -2.2016
H 3.5163 2.7491 -2.3290
H 3.7924 3.4730 -0.7463
H 3.2082 6.3956 -1.6638
H 2.7144 5.6667 -0.1383
H 1.5038 6.3953 -1.2001
H 2.7942 5.3948 -3.7977
H 1.0487 5.3149 -3.5081
H 1.9350 3.8663 -3.9800
H 0.6459 4.9145 0.3163
H -1.1520 3.4989 1.2298
H 1.3268 2.0685 -2.8524
*
```

LUMO level (alpha / beta) = 2.5 / 2.5 eV
ΔE to the lowest compared entry with this formula, charge and spin = 42.7 kcal per mole
Highest occupied orbital energy (alpha / beta) = -4.280 / -3.996 eV
Orbital gap (alpha / beta) = 6.737 / 6.455 eV

=====

ORCA calculation (ωB97M-V with the def2-TZVPD basis set) on C27H28BrCaO6Te as an isolated structure.

Geometry as ORCA input:
```
! RIJCOSX wB97M-V def2-TZVPD def2/J DEFGRID3
* xyz -1 1
Ca -1.7457 -0.9995 1.1190
O -4.5472 -4.2708 5.4875
C -3.8942 -3.6577 4.6803
C -3.3070 -4.2040 3.3883
O -3.4741 -5.3209 2.9458
C -2.5299 -3.1056 2.7853
C -2.6213 -1.9497 3.6002
O -2.0708 -0.8035 3.3358
C -3.5021 -2.1965 4.7460
O -3.8643 -1.3798 5.5739
O -1.8972 -3.1726 1.6657
C 4.0291 -0.0906 -4.6660
C 3.0003 -1.2191 -4.5007
C 2.1002 -1.2285 -5.7365
C 3.7358 -2.5648 -4.4355
C 2.2040 -1.0001 -3.2163
C 0.8333 -0.8091 -3.1963
C 0.2042 -0.6021 -1.9843
Br -1.6994 -0.3304 -1.9922
C 0.8351 -0.5598 -0.7265
O 0.1659 -0.2822 0.3497
C 2.2387 -0.8219 -0.7534
C 2.8587 -0.9969 -1.9807
C 3.0816 -0.8207 0.5327
C 2.3478 -1.4092 1.7493
C 4.3629 -1.6513 0.3636
C 3.4741 0.6307 0.8437
H 4.6149 -0.2360 -5.5778
H 4.7194 -0.0565 -3.8220
H 3.5262 0.8764 -4.7268
H 2.7066 -1.3996 -6.6285
H 1.5818 -0.2757 -5.8604
H 1.3540 -2.0233 -5.6797
H 4.3071 -2.7302 -5.3532
H 3.0245 -3.3843 -4.3173
H 4.4296 -2.6015 -3.5949
H 0.2416 -0.8165 -4.1006
H 3.9278 -1.1581 -1.9889
H 1.9434 -2.3987 1.5237
H 1.5300 -0.7773 2.0747
H 3.0580 -1.5137 2.5733
H 4.1271 -2.6728 0.0583
H 4.8871 -1.6931 1.3201
H 5.0581 -1.2247 -0.3610
H 2.5804 1.2414 0.9848
H 4.0564 1.0579 0.0237
H 4.0722 0.6792 1.7581
C -2.9221 2.1515 2.7299
Te -4.3326 0.7693 1.9062
C -4.7638 2.3940 0.5597
C -4.3320 3.6380 1.2953
C -4.8022 4.8972 0.9365
C -4.3856 6.0285 1.6203
C -3.4901 5.9082 2.6745
C -3.0178 4.6564 3.0379
C -3.4327 3.5173 2.3556
H -1.9347 1.9672 2.3065
H -2.8667 1.9833 3.8018
H -5.8244 2.4132 0.3169
H -4.1978 2.2642 -0.3627
H -5.5061 4.9903 0.1175
H -4.7649 7.0020 1.3367
H -3.1664 6.7862 3.2185
H -2.3250 4.5566 3.8650
*
```

LUMO level = 1.9 eV
ΔE to the lowest compared entry with this formula, charge and spin = 11.3 kcal per mole
Highest occupied orbital energy = -4.479 eV
Orbital gap = 6.409 eV

=====

ORCA calculation (ωB97M-V with the def2-TZVPD basis set) on C27H28BrCrI3N6O2 as an isolated structure at a distorted geometry.

Geometry as ORCA input:
```
! RIJCOSX wB97M-V def2-TZVPD def2/J DEFGRID3
* xyz 0 5
Cr 0.4959 -0.2025 0.1283
C -1.8393 -2.2903 0.0274
C -1.9615 -1.3008 1.0294
C -0.7307 -1.2267 1.7467
C 0.1807 -2.1798 1.1542
C -0.5434 -2.8225 0.0918
C -0.0192 -3.8516 -0.8524
C 1.2382 -2.9018 1.9552
C -0.6760 -0.7094 3.1577
C -3.2111 -0.6000 1.4346
C -2.8804 -2.7061 -0.9552
H -0.6777 -4.7186 -0.8522
H 0.9842 -4.1860 -0.5918
H -0.0111 -3.4531 -1.8686
H 0.7689 -3.7224 2.5028
H 1.6963 -2.2460 2.6894
H 2.0247 -3.3329 1.3349
H -1.1684 -1.4222 3.8225
H -1.2117 0.2337 3.2440
H 0.3427 -0.5647 3.5102
H -3.6156 -1.0673 2.3337
H -3.9642 -0.6534 0.6548
H -3.0332 0.4463 1.6727
H -3.2675 -3.6901 -0.6843
H -2.4597 -2.7735 -1.9590
H -3.7132 -2.0066 -0.9701
Br -4.9007 2.2749 -5.2549
C -3.9023 1.8139 -3.7039
C -4.2191 2.3953 -2.4823
N -3.5483 2.1149 -1.3826
C -2.5565 1.2469 -1.4402
C -2.1685 0.6055 -2.6117
C -2.8620 0.9059 -3.7785
C -1.0208 -0.3928 -2.6561
O -0.7224 -0.9147 -3.7213
O -0.4446 -0.6127 -1.5450
H -5.0302 3.1047 -2.3890
H -2.0360 1.0477 -0.5081
H -2.5747 0.4359 -4.7059
I 6.3960 0.3536 -1.5327
C 4.5083 -0.4520 -1.1776
C 4.1282 -1.7761 -1.1716
N 2.8122 -1.7830 -0.8775
N 2.3292 -0.5503 -0.7012
C 3.3507 0.2768 -0.8821
H 4.6964 -2.6694 -1.3396
H 2.1726 -2.5676 -0.8553
H 3.2510 1.3430 -0.8124
I -2.1986 3.2953 2.1569
C 1.1078 2.0138 1.7864
C 2.0144 2.9035 2.5641
C 3.1908 2.4535 3.0378
C 3.5893 1.1211 2.7718
C 2.7371 0.3096 2.0656
N 1.5420 0.6596 1.5920
H 1.6523 3.9014 2.7459
H 3.8257 3.0941 3.6295
H 4.5463 0.7550 3.1005
H 3.0252 -0.7152 1.8715
I 0.1771 5.2879 -2.7111
C 0.4781 3.7180 -1.3729
C 0.7497 3.8160 -0.0196
N 0.8500 2.5623 0.4371
N 0.6446 1.6777 -0.5308
C 0.4361 2.3534 -1.6520
H 0.8459 4.6752 0.6104
H 0.1003 2.0141 2.2750
H 0.2828 1.8526 -2.5877
*
```

LUMO level (alpha / beta) = -0.7 / -3.3 eV
ΔE to the lowest compared entry with this formula, charge and spin = 32.4 kcal per mole
Highest occupied orbital energy (alpha / beta) = -7.667 / -7.241 eV
Orbital gap (alpha / beta) = 7.015 / 3.988 eV

=====

ORCA calculation (ωB97M-V with the def2-TZVPD basis set) on C27H28CuNO6S2 as an isolated structure.

Geometry as ORCA input:
```
! RIJCOSX wB97M-V def2-TZVPD def2/J DEFGRID3
* xyz 1 2
Cu 0.1051 1.5686 -0.0586
C 2.7950 1.8947 2.3687
C 2.1331 0.7810 2.8790
C 0.7523 0.7449 2.9040
C 0.0219 1.8372 2.4370
C 0.6895 2.9703 1.9532
C 2.0817 2.9821 1.9058
H 3.8744 1.9121 2.3361
H 2.6995 -0.0589 3.2551
H 0.2341 -0.1186 3.2986
H -1.0600 1.8312 2.5086
H 0.1175 3.8331 1.6435
H 2.5990 3.8430 1.5101
O 1.0901 -0.0578 0.0379
S 1.2397 -0.9651 -1.1944
C 0.4129 -2.4410 -0.6360
C 0.0229 -2.5886 0.6849
C -0.6369 -3.7520 1.0557
C -0.8918 -4.7388 0.1187
C -0.5010 -4.5741 -1.2026
C 0.1509 -3.4140 -1.5915
C 2.9330 -1.4709 -1.1466
C 3.5702 -1.7319 0.0550
C 4.8897 -2.1450 0.0226
C 5.5437 -2.3017 -1.1926
C 4.8953 -2.0303 -2.3845
C 3.5750 -1.5973 -2.3686
H 0.2315 -1.8045 1.3973
H -0.9463 -3.8890 2.0816
H -1.4018 -5.6439 0.4179
H -0.7115 -5.3429 -1.9303
H 0.4467 -3.2666 -2.6195
H 3.0471 -1.6038 0.9900
H 5.4117 -2.3509 0.9452
H 6.5733 -2.6302 -1.2068
H 5.4147 -2.1343 -3.3252
H 3.0658 -1.3268 -3.2800
N -0.2984 3.9098 -2.8923
C 0.6497 2.9399 -3.5407
C 1.4748 2.2325 -2.4325
O 2.1170 1.2515 -2.7694
O 1.3472 2.7374 -1.2724
H -1.2681 3.5684 -2.8889
H -0.2858 4.8309 -3.3271
H 0.0208 3.9661 -1.9087
H 1.3017 3.4959 -4.2138
H 0.0776 2.2105 -4.1097
C -5.4954 -1.0029 2.8973
C -4.6730 -0.2513 1.8993
C -4.9112 1.1012 1.6515
C -4.1709 1.7975 0.7117
C -3.1783 1.1266 0.0134
C -2.9207 -0.2121 0.2354
C -3.6714 -0.8929 1.1806
S -2.1951 2.0330 -1.1140
O -3.0100 2.7374 -2.0625
O -1.3488 2.9497 -0.2704
O -1.2076 1.0785 -1.6673
H -6.0504 -0.3266 3.5415
H -4.8714 -1.6392 3.5239
H -6.2140 -1.6485 2.3913
H -5.6907 1.6099 2.2030
H -4.3669 2.8417 0.5258
H -2.1514 -0.7228 -0.3270
H -3.4775 -1.9416 1.3527
*
```

LUMO level (alpha / beta) = -2.1 / -4.4 eV
ΔE to the lowest compared entry with this formula, charge and spin = 0.0 kcal per mole
Highest occupied orbital energy (alpha / beta) = -11.951 / -11.948 eV
Orbital gap (alpha / beta) = 9.894 / 7.507 eV